Entry 1:
ORCA calculation (ωB97M-V/def2-TZVPD) on a 2-piece molecular cluster, C7H16NO overall at a distorted geometry.

Cartesian coordinates (Å):
C -1.158 -0.610 -0.726
C -3.225 -0.210 0.681
C -1.795 1.709 -0.242
C 2.172 -0.981 1.161
C 3.459 0.344 -0.416
C -1.807 0.273 0.282
C 2.091 -0.123 -0.099
N 1.015 0.102 -0.749
O -0.666 -1.694 -0.440
H -3.213 -1.282 0.874
H -3.892 -0.046 -0.183
H -3.697 0.436 1.396
H -2.457 1.672 -1.007
H -2.174 2.240 0.559
H -0.925 2.060 -0.684
H 1.826 -0.270 1.978
H 3.100 -1.443 1.291
H 1.551 -1.844 1.109
H 4.098 0.055 0.402
H 3.728 -0.101 -1.314
H 3.633 1.389 -0.580
H -1.158 0.273 1.223
H -1.392 -0.450 -1.848
H 1.032 0.660 -1.571
H -0.146 -2.159 -1.099

Calculated values
**2S+1**: 1
**Charge**: +1
**Electronic energy**: -405.969688 hartree
**Relative energy (zero: lowest compared OMol25 entry of this formula, charge and spin)**: 274.9 kJ/mol
**HOMO**: -14.100 eV

Atom charges from the natural (NBO) analysis, given in e for atoms 1 to 6: 0.59 -0.60 -0.58 -0.69 -0.70 -0.33


Entry 2:
ORCA calculation (ωB97M-V/def2-TZVPD) on a 3-piece molecular cluster, C7H16O2 overall.

Cartesian coordinates (Å):
C -0.098 1.795 0.444
C -0.672 -0.756 0.174
C 1.170 1.858 1.087
C -0.621 -0.843 1.684
C -1.971 -0.339 -0.485
O -0.252 2.364 -0.750
H 0.997 0.466 -1.380
H -1.000 1.545 0.978
H -0.435 -1.747 -0.194
H 1.718 0.843 0.812
H 1.092 1.887 2.171
H 1.821 2.633 0.682
H -1.131 -1.741 2.055
H -1.083 0.006 2.197
H 0.422 -0.911 2.010
H -1.822 -0.141 -1.554
H -2.739 -1.121 -0.424
H -2.429 0.551 -0.035
C 1.186 -1.683 -1.726
C 1.236 -0.458 -0.832
O 2.141 -0.423 0.061
H -1.129 2.159 -1.106
H 0.267 -1.729 -2.313
H 2.031 -1.621 -2.418
H 1.302 -2.595 -1.138

Calculated values
**2S+1**: 1
**Charge**: 0
**Electronic energy**: -426.619426 hartree
**Relative energy (zero: lowest compared OMol25 entry of this formula, charge and spin)**: 515.7 kJ/mol
**HOMO (alpha / beta)**: -7.205 / -7.203 eV

Atom charges from the natural (NBO) analysis, given in e for atoms 1 to 6: 0.41 -0.33 -0.81 -0.65 -0.65 -0.64